i) Density functional theory data (ωB97M-V/def2-TZVPD) for the ion C4H11N2 with charge +1.

Properties
charge: +1
multiplicity: 1
structure (SMILES): NCC/C=C/[NH3+]

Structure (XYZ):
```
17
Properties=species:S:1:pos:R:3:lowdin_charge:R:1
C 1.86109 -0.52091 0.37712 -0.244
C 0.95873 -0.09725 -0.82399 -0.180
C -0.35950 0.43356 -0.42422 -0.084
C -1.51628 0.15680 -1.01317 -0.037
N -2.69327 -0.12142 -0.04414 0.193
N 1.78835 0.46577 1.43737 -0.019
H 1.56052 -1.48651 0.80122 0.123
H 2.88236 -0.45562 0.00068 0.114
H 1.59337 0.65869 -1.31943 0.127
H 0.90460 -0.90559 -1.55595 0.120
H -0.26812 0.87481 0.57267 0.113
H -1.86145 0.04415 -2.02273 0.121
H -2.68121 0.45936 0.79349 0.167
H -2.73189 -1.12714 0.09748 0.165
H -3.54277 0.13173 -0.55958 0.161
H 2.30879 1.31311 1.28522 0.084
H 1.79668 0.17646 2.39794 0.077
```



ii) Density functional theory data (ωB97M-V/def2-TZVPD) for the ion C4H11N2 with charge +1.

Properties
charge: +1
multiplicity: 1
structure (SMILES): N/C=C/CC[NH3+]

Structure (XYZ):
```
17
Properties=species:S:1:pos:R:3:lowdin_charge:R:1
C 0.83468 1.19244 0.82473 -0.160
C 0.14817 -0.15211 1.09346 -0.211
C -0.35057 -0.80294 -0.16104 -0.160
C -1.66478 -0.78361 -0.48366 -0.208
N -2.30921 -1.39450 -1.49298 0.102
N 2.02625 1.04430 -0.04645 0.193
H 0.07762 1.78381 0.31547 0.134
H 1.15876 1.69168 1.73111 0.132
H -0.72174 -0.05531 1.74345 0.122
H 0.83857 -0.77906 1.67511 0.119
H 0.33347 -1.42271 -0.73827 0.096
H -2.24722 -0.01415 0.02242 0.132
H -1.85818 -1.94140 -2.18443 0.101
H -3.27986 -1.25186 -1.59761 0.093
H 2.57766 1.88814 -0.14904 0.172
H 1.74646 0.60870 -0.93222 0.166
H 2.68994 0.38856 0.37994 0.178
```



From most stable to least stable, the computed energies give ii), i).



i) Density functional theory data (ωB97M-V/def2-TZVPD) for the ion C4H11N2 with charge +1.

Properties
charge: +1
multiplicity: 1
structure (SMILES): C[NH2+][C@@H]1N[C@H]1C

Structure (XYZ):
```
17
Properties=species:S:1:pos:R:3:lowdin_charge:R:1
C -0.23366 -1.40795 -0.16377 -0.246
C 0.05231 0.05389 -0.19641 -0.270
C 0.99789 -2.27730 -0.48249 -0.016
C -0.22471 2.49819 0.68448 0.063
N -0.91942 -0.50042 -1.12970 0.095
N -0.62849 1.03745 0.67150 0.066
H -0.99562 -1.79393 0.48098 0.135
H 1.15377 0.14613 -0.44720 0.184
H 1.46041 -1.85095 -1.31678 0.059
H 0.89539 -3.32736 -0.57736 0.073
H 1.70344 -2.08737 0.38505 0.114
H -0.53668 2.87537 1.56581 0.065
H 0.81431 2.50762 0.62765 0.088
H -0.74654 3.07532 -0.07360 0.120
H -0.62660 -0.49493 -2.07872 0.102
H -1.63086 0.87740 0.44304 0.194
H -0.53494 0.66884 1.60751 0.174
```



ii) Density functional theory data (ωB97M-V/def2-TZVPD) for a structure of composition C4H11N2.

Properties
charge: +1
multiplicity: 1

Structure (XYZ):
```
17
Properties=species:S:1:pos:R:3:lowdin_charge:R:1
C -1.58751 -0.20666 0.20211 -0.003
C 1.30721 0.06175 -1.02771 0.074
C -1.89274 1.17860 -0.20664 -0.027
C 0.18281 -1.82200 0.37532 -0.128
N -0.28574 -0.58237 -0.07818 -0.105
N 1.99003 0.77537 0.17503 0.043
H -2.26624 -0.90239 0.56948 0.119
H 0.93875 0.99342 -1.59352 0.045
H -2.88006 1.24816 -0.54723 0.079
H -1.26877 1.44348 -0.98604 0.051
H -1.76851 1.69803 0.71728 0.097
H -0.48369 -2.34899 1.02685 0.099
H 0.21565 -2.37912 -0.59267 0.128
H 1.17498 -1.79577 0.60868 0.041
H 1.72737 0.11866 0.98414 0.156
H 1.79347 1.74000 0.30834 0.112
H 3.10299 0.77980 0.06476 0.218
```



iii) Density functional theory data (ωB97M-V/def2-TZVPD) for a cluster of 2 separate species, C4H11N2 in total.

Properties
charge: +1
multiplicity: 1

Structure (XYZ):
```
17
Properties=species:S:1:pos:R:3:lowdin_charge:R:1
C -0.99088 -1.46714 0.42043 0.032
C -1.15930 0.67628 -1.55138 -0.052
C 1.95087 1.15302 0.60940 -0.003
C -0.28135 0.95217 -0.36136 -0.106
N -0.80832 -2.21055 1.51988 0.031
N 0.99966 0.74804 -0.42103 -0.009
H -1.34687 -2.00690 -0.40239 0.017
H -0.70479 -0.18911 -2.01856 0.081
H -2.12535 0.26945 -1.32578 0.076
H -1.34665 1.51820 -2.20208 0.099
H 1.61183 2.09202 0.75441 0.053
H 1.76296 0.51228 1.44203 0.084
H 3.09039 1.05473 0.28635 0.162
H -0.69771 1.41562 0.48503 0.127
H -0.72700 -3.20039 1.58096 0.091
H 1.42074 0.39865 -1.28331 0.173
H -0.64822 -1.71637 2.46740 0.145
```



From most stable to least stable, the computed energies give i), iii), ii).



i) Density functional theory data (ωB97M-V/def2-TZVPD) for the ion C4H11N2 with charge +1.

Properties
charge: +1
multiplicity: 1
structure (SMILES): CN1CC[NH2+]C1

Structure (XYZ):
```
17
Properties=species:S:1:pos:R:3:lowdin_charge:R:1
C -0.21588 1.18576 -0.36142 -0.084
C -1.57919 0.52283 0.24312 -0.043
C 1.93038 0.04500 0.60699 -0.053
C 0.16978 -0.94581 -0.80525 -0.144
N -1.09291 -0.95741 0.29885 0.105
N 0.93884 0.12676 -0.49358 -0.223
H -0.20833 1.56387 -1.41604 0.134
H 0.11749 1.96240 0.28597 0.099
H -1.72387 0.96189 1.15879 0.076
H -2.53387 0.69034 -0.45756 0.178
H 1.45962 0.22338 1.60372 0.085
H 2.28436 -1.05025 0.62416 0.114
H 2.76360 0.78754 0.50444 0.104
H -0.24228 -0.48760 -1.80136 0.165
H 0.73792 -1.89631 -1.03934 0.160
H -0.87133 -1.30629 1.20182 0.141
H -1.93434 -1.42610 -0.15329 0.184
```



ii) Density functional theory data (ωB97M-V/def2-TZVPD) for a cluster of 2 separate species, C4H11N2 in total.

Properties
charge: +1
multiplicity: 1

Structure (XYZ):
```
17
Properties=species:S:1:pos:R:3:lowdin_charge:R:1
C 0.72483 -1.07374 -0.81897 -0.183
C -0.25968 -0.45644 -1.46878 -0.104
N -0.91118 0.73086 -0.89790 0.173
N 1.30256 -2.24138 -1.21151 0.097
H 1.08411 -0.69097 0.13034 0.115
H -0.66145 -0.78851 -2.41145 0.123
H -1.87408 0.53583 -0.60453 0.165
H -0.41856 1.09793 -0.05866 0.110
H -0.94738 1.49351 -1.58132 0.173
H 1.16030 -2.51950 -2.17082 0.112
H 2.24941 -2.39238 -0.89270 0.113
C -1.01304 1.59629 2.20119 -0.071
C 0.27954 1.30947 2.22697 -0.072
H -1.77434 0.84207 2.01675 0.060
H -1.36329 2.60174 2.40975 0.069
H 0.63408 0.29020 2.21780 0.052
H 1.01222 2.09410 2.35353 0.068
```



iii) Density functional theory data (ωB97M-V/def2-TZVPD) for the ion C4H11N2 with charge +1.

Properties
charge: +1
multiplicity: 1
structure (SMILES): CNC=[N+](C)C

Structure (XYZ):
```
17
Properties=species:S:1:pos:R:3:lowdin_charge:R:1
C 0.37147 -0.39075 0.34966 -0.093
C -2.15428 -0.92227 0.42850 0.003
C -1.36871 1.09974 -0.55205 0.008
C 2.98112 -0.05363 0.04929 0.060
N 1.43090 0.28921 -0.05104 0.028
N -0.92442 -0.13568 0.16572 -0.153
H 0.50385 -1.38912 0.90243 0.192
H -2.92991 -0.25525 0.70266 0.087
H -2.13392 -1.70159 1.11522 0.081
H -2.48597 -1.23910 -0.55771 0.109
H -2.19518 0.96206 -1.17342 0.073
H -1.53785 1.85438 0.23948 0.122
H -0.43549 1.35621 -1.22872 0.123
H 3.38868 0.90771 0.05727 0.064
H 3.14382 -0.69043 -0.78430 0.072
H 3.10653 -0.66074 1.05706 0.139
H 1.23934 0.96925 -0.72005 0.085
```



iv) Density functional theory data (ωB97M-V/def2-TZVPD) for a cluster of 2 separate species, C4H11N2 in total.

Properties
charge: +1
multiplicity: 1

Structure (XYZ):
```
17
Properties=species:S:1:pos:R:3:lowdin_charge:R:1
C 2.89143 0.00446 0.00463 0.188
C 0.68384 -1.06437 0.04249 -0.035
C 1.51018 0.06892 -0.03755 -0.332
C 0.93044 1.43038 0.03263 -0.057
N -0.59922 -1.22771 -0.03204 0.236
N -3.05356 0.07066 -0.06297 0.028
H 3.39376 -0.90863 0.17510 0.069
H 3.51037 1.00028 -0.14333 0.153
H 1.29083 -1.91512 -0.17242 0.141
H 1.05627 1.98419 -0.91274 0.108
H 1.34906 1.96248 0.97505 0.132
H -0.10192 1.36253 0.34293 0.058
H -1.27991 -0.48321 -0.06625 0.049
H -1.02130 -2.11260 -0.07851 0.127
H -3.68750 0.25341 -0.84245 0.058
H -3.54714 0.49006 0.66671 0.018
H -3.32563 -0.91573 0.10874 0.059
```



From most stable to least stable, the computed energies give iii), iv), ii), i).



i) Density functional theory data (ωB97M-V/def2-TZVPD) for a cluster of 2 separate species, C4H11N2 in total.

Properties
charge: +1
multiplicity: 1

Structure (XYZ):
```
17
Properties=species:S:1:pos:R:3:lowdin_charge:R:1
C 3.18419 0.58309 1.10646 0.028
C -2.30425 -0.30916 -1.91227 -0.206
C -0.39823 -0.76305 1.45009 -0.051
C 1.91029 0.05553 0.93272 0.058
N -1.37647 0.57341 -1.26902 -0.098
N 0.79191 -0.23506 1.02995 0.163
H 3.14161 1.08393 2.04804 0.119
H 3.92466 -0.17867 1.03617 0.110
H 3.57561 1.26322 0.31483 0.143
H -2.48817 -0.09136 -2.95492 0.067
H -3.27550 -0.33599 -1.32664 0.103
H -1.92609 -1.31232 -1.96466 0.056
H -0.85170 -1.41799 0.68677 0.114
H -1.25679 -0.03574 1.38983 0.123
H -0.41474 -1.11879 2.46784 0.114
H -0.45459 0.73027 -1.73926 0.086
H -1.78173 1.50869 -1.29593 0.071
```



ii) Density functional theory data (ωB97M-V/def2-TZVPD) for the ion C4H11N2 with charge +1.

Properties
charge: +1
multiplicity: 1
structure (SMILES): CN/C(C)=[NH+]\C

Structure (XYZ):
```
17
Properties=species:S:1:pos:R:3:lowdin_charge:R:1
C 0.15794 0.11211 -0.41248 -0.292
C -0.40989 -0.41968 -1.62090 0.037
C -2.03099 -0.01780 0.51352 -0.043
C 2.13137 -0.13979 0.97041 -0.068
N -0.63508 0.21212 0.60534 0.056
N 1.54053 0.31268 -0.23356 0.045
H -0.70480 -1.39718 -1.33050 0.112
H -1.25960 0.24933 -1.82924 0.119
H 0.27278 -0.55577 -2.45470 0.116
H -2.44467 0.24899 1.51923 0.130
H -2.47647 0.41658 -0.28290 0.056
H -2.32712 -1.10975 0.49294 0.135
H 1.67406 -1.08462 1.34974 0.119
H 1.85747 0.47759 1.81842 0.081
H 3.18235 0.01481 0.84436 0.104
H -0.27851 0.67112 1.46223 0.186
H 2.05219 0.23632 -1.03685 0.108
```



From most stable to least stable, the computed energies give ii), i).



i) Density functional theory data (ωB97M-V/def2-TZVPD) for the ion C4H11N2 with charge +1.

Properties
charge: +1
multiplicity: 1
structure (SMILES): CCCNC=[NH2+]

Structure (XYZ):
```
17
Properties=species:S:1:pos:R:3:lowdin_charge:R:1
C -1.31824 0.33724 1.99826 -0.105
C -1.50518 0.10919 0.50944 -0.207
C -0.52364 0.77486 -0.54038 -0.134
N 0.81714 0.22600 -0.44872 0.025
C 1.69769 0.02597 -1.44236 -0.052
N 2.32755 -1.17516 -1.39158 0.175
H -2.23561 0.85125 2.29924 0.088
H -0.33972 0.78155 2.32077 0.099
H -1.27715 -0.60029 2.42050 0.040
H -2.60029 0.22573 0.33996 0.128
H -1.18536 -1.00413 0.35324 0.127
H -0.36519 1.80080 -0.16306 0.140
H -0.74969 0.60751 -1.53538 0.098
H 1.01742 -0.31193 0.32455 0.108
H 1.37473 0.51994 -2.36153 0.171
H 2.95529 -1.44702 -2.11308 0.122
H 1.91025 -1.72152 -0.56987 0.177
```



ii) Density functional theory data (ωB97M-V/def2-TZVPD) for the ion C4H11N2 with charge +1.

Properties
charge: +1
multiplicity: 1
structure (SMILES): CC/C([NH3+])=C/N

Structure (XYZ):
```
17
Properties=species:S:1:pos:R:3:lowdin_charge:R:1
C 0.96886 0.79170 -1.86566 -0.079
C -0.31691 0.92957 -1.03172 -0.188
C -0.30703 0.06081 0.17661 -0.243
C -1.15385 -0.88041 0.54387 -0.113
N -1.02867 -1.56505 1.78226 0.043
N 0.92073 0.15241 1.04539 0.241
H 1.31449 -0.24436 -1.84597 0.082
H 1.77062 1.43110 -1.50635 0.073
H 0.79740 1.01485 -2.91524 0.086
H -0.48526 1.97708 -0.76803 0.126
H -1.17499 0.59190 -1.61112 0.123
H -1.98463 -1.11097 -0.11935 0.138
H -1.38199 -2.50973 1.71096 0.096
H -1.54837 -1.11270 2.52933 0.105
H 1.58439 -0.59333 0.83029 0.179
H 1.40890 1.04893 1.03091 0.174
H 0.61631 0.01817 2.01381 0.155
```



From most stable to least stable, the computed energies give ii), i).